1.
{
  "formula": "C3H6N2O3",
  "method": "ωB97M-V/def2-TZVPD",
  "de_lowest_kj_mol": 730.6,
  "smiles": "[H]/N=C(/O)N(O)O.C#C",
  "homo_lumo_gap_ev": 10.10,
  "homo_energy_ev": -9.54,
  "total_charge": 0,
  "total_energy_ev": -12324.6559,
  "largest_force_ev_per_a": 5.75,
  "symbols": ["C", "C", "C", "N", "N", "O", "O", "O", "H", "H", "H", "H", "H", "H"],
  "coordinates": [[-2.0492, -1.2895, -0.0673], [-2.1905, -0.3560, 0.6307], [0.6689, 0.4252, 0.5889], [-0.1415, 1.3390, 0.9366], [0.7831, -0.1861, -0.6781], [1.4400, -0.1721, 1.5391], [0.4730, 0.7675, -1.5953], [1.9416, -1.0252, -0.9581], [-2.0138, -2.3056, -0.5559], [1.2373, 0.3666, 2.3965], [-2.2725, 0.7017, 0.7681], [-0.6451, 1.8245, 0.1513], [0.0472, 0.3761, -2.3728], [2.7217, -0.4661, -0.7837]],
  "atomic_forces_ev_per_a": [[0.150, -5.294, -2.246], [-0.832, 3.333, 0.549], [0.167, -0.085, 0.909], [0.299, 0.940, -1.214], [0.121, -1.601, 0.819], [-0.669, 1.340, 1.279], [0.832, 0.863, -1.305], [-1.155, 2.023, 0.341], [0.092, 1.968, 0.839], [0.395, -1.375, -2.229], [-0.252, -0.484, 0.893], [0.991, -0.999, 0.926], [-0.022, -0.510, 0.495], [-0.116, -0.120, -0.056]]
}

***

2.
{
  "formula": "C42H42F6O2",
  "method": "ωB97M-V/def2-TZVPD",
  "de_lowest_kj_mol": 0.0,
  "smiles": "Fc1ccccc1.Fc1ccccc1.Fc1ccccc1.Fc1ccccc1.Fc1ccccc1.Fc1ccccc1.CC(C)=O.CC(C)=O",
  "homo_lumo_gap_ev": 9.60,
  "homo_energy_ev": -8.96,
  "total_charge": 0,
  "total_energy_ev": -64632.7390,
  "largest_force_ev_per_a": 3.68,
  "symbols": ["C", "C", "O", "C", "H", "H", "H", "H", "H", "H", "C", "C", "O", "C", "H", "H", "H", "H", "H", "H", "F", "C", "C", "C", "C", "C", "C", "H", "H", "H", "H", "H", "F", "C", "C", "C", "C", "C", "C", "H", "H", "H", "H", "H", "F", "C", "C", "C", "C", "C", "C", "H", "H", "H", "H", "H", "F", "C", "C", "C", "C", "C", "C", "H", "H", "H", "H", "H", "F", "C", "C", "C", "C", "C", "C", "H", "H", "H", "H", "H", "F", "C", "C", "C", "C", "C", "C", "H", "H", "H", "H", "H"],
  "coordinates": [[-3.8725, 1.3985, -2.4703], [-4.0763, 0.3229, -1.4003], [-3.9409, 0.4958, -0.2212], [-4.3600, -1.1015, -2.0155], [-3.4072, 2.2123, -1.9905], [-4.9293, 1.7037, -2.8691], [-3.2946, 1.0574, -3.3662], [-5.1925, -0.9522, -2.7817], [-4.5290, -1.9047, -1.3713], [-3.4714, -1.3272, -2.5839], [-2.1358, -6.4092, 1.1345], [-0.7996, -6.9428, 1.5727], [-0.5118, -7.2033, 2.7162], [0.3017, -6.7959, 0.4963], [-2.8701, -6.7953, 1.8328], [-2.2676, -6.8173, 0.1007], [-2.0729, -5.2978, 1.0631], [1.2967, -7.0760, 0.6981], [0.3218, -5.7669, 0.1228], [-0.0305, -7.4695, -0.3233], [2.1823, -0.2032, 2.6455], [1.5190, -1.3913, 2.8825], [0.2893, -1.4078, 3.5624], [-0.3646, -2.6144, 3.7852], [0.2011, -3.7771, 3.3909], [1.4353, -3.8291, 2.6992], [2.1211, -2.5746, 2.5243], [-0.2637, -0.5120, 3.7354], [-1.4282, -2.5538, 4.1410], [-0.4294, -4.7141, 3.4878], [1.8942, -4.7513, 2.3420], [3.1483, -2.5019, 2.1565], [-2.1695, 0.8402, 3.8257], [-3.0281, -0.1502, 4.2745], [-3.7761, -0.7458, 3.2901], [-4.6623, -1.6897, 3.6519], [-4.7679, -2.0501, 4.9909], [-3.9612, -1.5017, 5.9924], [-3.0141, -0.5557, 5.6090], [-3.7214, -0.2981, 2.3072], [-5.4138, -2.1142, 2.9384], [-5.4966, -2.8285, 5.1657], [-4.0914, -1.8381, 6.9815], [-2.5314, -0.0898, 6.4587], [4.1701, 5.0119, -3.5145], [4.1005, 3.7061, -3.7896], [4.7885, 2.8501, -2.9229], [4.6498, 1.4983, -3.0827], [3.8844, 0.9739, -4.1350], [3.1963, 1.8366, -4.9926], [3.3077, 3.2189, -4.8082], [5.3784, 3.3231, -2.1819], [5.1486, 0.8520, -2.4317], [3.7442, -0.1197, -4.2107], [2.3883, 1.4753, -5.5855], [2.8304, 3.9634, -5.4385], [0.7679, 3.4696, 1.3387], [1.6402, 4.4900, 1.2227], [1.2625, 5.7032, 0.5980], [2.2212, 6.6843, 0.4929], [3.5009, 6.5578, 1.0210], [3.8619, 5.3477, 1.5892], [2.9332, 4.2886, 1.7297], [0.2753, 5.9274, 0.1648], [2.0135, 7.5983, 0.0230], [4.1811, 7.3609, 0.9550], [4.8722, 5.1694, 1.9055], [3.1462, 3.2620, 2.1339], [0.3899, 0.3150, -3.7146], [0.3356, 1.6469, -3.4474], [1.1281, 2.1235, -2.4187], [1.1063, 3.4870, -2.1813], [0.3936, 4.3465, -3.0192], [-0.3965, 3.8296, -4.0522], [-0.4399, 2.4478, -4.2120], [1.7019, 1.5387, -1.7425], [1.6595, 3.8739, -1.2544], [0.3208, 5.3942, -2.8517], [-0.9961, 4.5056, -4.6572], [-1.0792, 1.8974, -4.8732], [-2.1177, -2.4898, 0.1401], [-0.9100, -2.0971, -0.3241], [-0.3313, -0.9826, 0.1958], [1.0025, -0.5908, -0.2332], [1.5956, -1.4219, -1.1877], [0.9449, -2.6027, -1.7408], [-0.2838, -2.9483, -1.2616], [-0.9134, -0.4381, 0.9380], [1.5299, 0.3000, 0.2286], [2.6122, -1.0721, -1.4470], [1.4652, -3.1211, -2.5507], [-0.8105, -3.8694, -1.5959]],
  "atomic_forces_ev_per_a": [[-2.122, -0.744, -1.038], [0.185, -2.040, -1.271], [-0.102, 0.446, 0.202], [-0.635, 2.904, -1.749], [0.526, 1.201, 0.298], [1.850, -0.421, 0.748], [-0.423, 0.095, 0.930], [0.937, -0.459, 0.993], [-0.515, -0.877, 1.360], [0.396, -0.134, -0.378], [0.438, -0.724, -1.021], [2.150, 1.888, 0.179], [-0.501, -0.577, -0.024], [-2.018, -0.627, -1.104], [-0.381, 0.374, -0.103], [-0.452, 0.491, 0.767], [-0.184, -0.775, 0.236], [1.002, -0.440, 1.045], [-0.266, -0.089, -0.029], [0.239, 0.584, 0.038], [-0.655, -0.942, 0.224], [-0.610, -0.034, 1.196], [0.442, 0.211, -1.044], [-1.258, 1.878, 0.244], [0.080, -3.404, -1.395], [0.071, 2.198, 0.782], [0.132, -1.350, -0.146], [0.082, 0.684, 0.297], [1.302, -0.292, -0.081], [1.105, 1.040, -0.016], [-0.241, 0.234, 0.252], [-0.427, -0.281, -0.235], [-0.559, -0.573, 0.762], [1.658, 0.463, 0.322], [0.659, 1.741, -0.677], [-2.069, -1.376, 0.159], [-0.118, -0.675, -0.024], [-0.427, -0.364, -2.482], [-0.964, 0.460, 0.447], [0.055, -0.269, -0.234], [1.041, 0.362, 0.567], [-0.059, 0.027, 0.611], [0.098, -0.127, 1.095], [0.699, 0.372, -0.643], [-0.029, 0.503, -0.354], [0.222, -1.376, 0.532], [-0.833, 0.912, -0.993], [-0.492, 0.054, -1.498], [-0.436, -0.220, 0.158], [0.250, 0.388, 1.434], [0.366, 0.533, -0.198], [0.505, 0.091, 0.827], [0.699, -0.978, 0.934], [0.096, 0.763, -0.018], [-0.027, -0.357, -0.893], [-0.298, -0.322, 0.023], [-0.093, 0.258, -0.150], [0.551, 0.787, 0.081], [-0.241, -0.807, 0.127], [0.727, -0.267, 0.758], [-0.796, -1.438, 0.022], [-0.523, -0.976, 0.266], [-0.531, -0.096, -0.624], [0.429, -0.666, 0.409], [-0.624, 1.083, -0.638], [0.732, 0.678, -0.124], [0.298, 0.083, 0.255], [0.048, 1.352, -0.311], [-0.347, 0.207, -0.010], [1.451, -0.879, 1.101], [-0.456, 0.996, 0.053], [0.661, 0.832, 1.225], [-0.595, -0.721, -0.329], [0.286, -0.081, 0.695], [-0.607, 0.209, -0.694], [0.249, -0.805, 0.007], [-0.800, -0.463, -1.756], [0.332, 0.698, 0.275], [0.072, -0.259, 0.045], [-0.310, 0.284, -0.708], [-0.136, 0.064, -0.025], [0.603, -1.006, -0.355], [1.243, 1.200, -0.007], [-1.487, -1.080, 0.249], [0.090, 0.356, 0.206], [1.689, 2.146, 0.527], [-1.051, -0.462, -0.002], [0.293, 0.083, -0.126], [-0.817, -1.320, -0.714], [-0.590, -0.790, -0.432], [-0.308, -0.111, 0.468], [0.373, 0.859, 0.221]]
}

***

3.
{
  "formula": "C2H3N3OS",
  "method": "ωB97M-V/def2-TZVPD",
  "de_lowest_kj_mol": 513.9,
  "smiles": "[H]/N=c1\\cnon1S",
  "homo_lumo_gap_ev": 9.06,
  "homo_energy_ev": -9.07,
  "total_charge": 0,
  "total_energy_ev": -19469.7604,
  "largest_force_ev_per_a": 5.43,
  "symbols": ["C", "C", "H", "H", "H", "N", "N", "N", "O", "S"],
  "coordinates": [[-0.5333, 1.2733, 0.5201], [-0.5335, -0.1426, 0.4368], [1.9967, -1.8808, -1.1539], [-0.8654, 1.8594, 1.3340], [-1.2169, -1.4465, 2.1021], [0.2440, -0.1303, -0.8628], [0.2206, 2.0379, -0.2927], [-0.7463, -1.2715, 0.9536], [0.6786, 1.1837, -1.2095], [0.7552, -1.4827, -1.8275]],
  "atomic_forces_ev_per_a": [[1.065, 4.090, 1.013], [2.495, -0.592, -2.943], [-1.885, 0.797, -0.825], [-0.793, 0.150, 0.864], [1.684, 1.595, -4.907], [-0.310, -1.616, -0.051], [-2.333, -3.676, 1.261], [-1.833, -0.872, 4.467], [0.694, -0.977, -0.707], [1.217, 1.100, 1.828]]
}